Entry 1:
44
Properties=species:S:1:pos:R:3:forces:R:3 method="wB97M-V/def2-TZVPD" e_above_lowest_ev=2.263 total_charge=0 lumo_ev=-0.1 energy_ev=-42923.31810
N -0.8643 1.6588 0.0881 -1.516 0.721 -0.007
N -0.4101 2.8706 -1.8374 0.103 -1.582 2.097
N -6.1985 5.6827 -2.3443 1.663 -1.330 1.425
O 0.7770 2.2355 -1.3151 -1.041 0.283 0.933
O 1.4210 -2.1292 2.6971 -0.678 -1.154 0.341
S 5.5295 -2.9751 4.5322 0.401 0.952 -2.203
C 0.3611 1.6250 -0.1633 3.754 -1.401 -1.181
C -1.2787 2.4594 -0.9294 -3.297 2.067 -0.948
C -4.8748 5.5888 -2.5356 -1.729 -0.092 0.405
C 4.2849 -1.9254 3.8916 0.766 -1.682 0.549
C 6.2623 -3.0162 2.8541 -0.715 -0.453 2.851
C 4.3169 -1.8013 2.5675 -0.661 1.224 -1.057
C 5.4646 -2.3744 2.0066 0.903 0.411 -3.108
C 2.7426 0.9639 0.3868 0.768 -1.086 2.596
C -3.8420 2.2568 -0.2996 1.293 0.673 0.046
C 0.9834 -0.4053 1.2743 -0.072 1.372 -0.580
C 3.6899 0.1699 1.1352 -4.109 -1.045 -1.629
C -3.0329 4.0960 -1.6832 2.630 -0.048 1.168
C -5.1819 2.6997 -0.3056 0.147 -0.810 0.950
C 1.9542 -1.2371 1.8468 -1.317 1.479 -0.255
C 1.3472 0.7996 0.5307 1.629 -2.625 0.709
C -2.7150 2.9762 -0.9202 -1.593 -1.069 -0.475
C 3.3187 -1.0131 1.7659 0.606 0.789 0.741
C -4.3314 4.5447 -1.7281 -0.661 -0.533 0.127
C -5.4320 3.8899 -0.9817 2.604 2.815 -3.377
N -6.4675 4.6801 -1.3892 0.725 -0.134 -0.741
C 1.6296 -3.4965 2.3489 0.939 0.426 3.830
C 5.7653 -2.3214 0.5001 0.736 -0.520 -0.186
H -4.3480 6.2158 -3.2770 -0.526 -0.428 0.657
H 3.4398 -1.6493 4.4172 -1.283 0.566 1.537
H 7.1864 -3.5212 2.6804 0.272 -0.207 -0.055
H 3.2843 1.7774 -0.0058 -0.417 1.252 -1.078
H -3.5208 1.3817 0.2745 -0.553 0.139 -0.215
H -0.0571 -0.7282 1.5297 0.929 0.748 -0.587
H 4.6756 0.4068 1.0862 2.741 0.857 -0.127
H -2.1027 4.6574 -1.9922 -1.581 -0.372 -0.453
H -6.0189 2.1609 0.2317 1.320 0.529 -0.659
H -7.3047 4.6717 -0.9027 -2.037 0.313 0.372
H 0.7849 -4.0785 2.6408 -0.882 -0.215 -0.259
H 2.4415 -3.8287 3.0169 -0.004 -0.305 -0.452
H 1.9308 -3.5854 1.3805 0.507 -0.457 -2.834
H 6.6291 -2.9655 0.3180 -0.119 -0.261 0.032
H 6.1003 -1.3971 -0.0132 -0.623 0.048 0.911
H 4.9444 -2.7367 -0.0942 -0.021 0.145 0.187



Entry 2:
25
Properties=species:S:1:pos:R:3:forces:R:3 method="wB97M-V/def2-TZVPD" e_above_lowest_ev=7.108 total_charge=0 lumo_ev="0.2 / -0.5" energy_ev=-15017.92238
C 2.3185 -2.0573 1.2610 -1.740 2.577 -0.667
C 1.8061 -0.7699 1.0298 -1.072 -4.160 -0.037
C -1.4643 0.8811 -1.2210 -2.144 -0.649 3.538
C -1.6803 -0.4850 -0.4086 0.141 1.320 -0.446
C -0.6134 1.8206 -0.3261 -0.449 -0.119 -1.140
C -0.3399 -1.1583 -0.1278 -0.337 -0.461 -0.297
C 0.6861 1.2064 0.1893 -0.770 0.671 0.435
C 0.4938 -0.2058 0.7228 1.046 0.719 -1.795
N 2.7853 0.7774 3.2217 0.343 -0.664 -0.440
N 3.3649 -1.5633 2.0143 -2.073 1.569 1.376
N 2.8716 -0.2291 1.6017 3.237 2.258 2.024
O 2.0607 1.6562 3.2237 -0.152 -0.149 -0.283
H 2.0949 -3.0216 0.9989 -0.301 -2.207 -0.659
H -1.1528 0.6952 -2.2045 1.167 -0.317 -1.255
H -2.5188 1.2564 -1.3649 1.055 0.162 0.299
H -2.0531 -0.3159 0.6037 -0.409 0.730 -0.075
H -2.5197 -0.9530 -0.9204 0.546 -1.034 -0.102
H -0.5238 2.7642 -0.8672 0.615 0.107 0.155
H -1.1595 2.0702 0.5806 -0.552 -0.087 -0.039
H -0.4024 -2.0213 0.5411 -0.512 -0.336 -0.362
H 0.1123 -1.5110 -1.0610 0.400 0.302 0.172
H 1.5325 1.2288 -0.4378 0.714 -0.079 -1.565
H 1.0257 1.8557 0.9942 -0.038 -0.060 0.358
H 0.0096 -0.1148 1.6442 -1.206 0.100 1.625
H 4.2670 -1.8005 1.7672 2.488 -0.192 -0.821



Max |F| per entry: 5.109 4.435 eV/Å